Model w:
11
Properties=species:S:1:pos:R:3:mulliken_charge:R:1 method="wB97M-V/def2-TZVPD" total_charge=-1 orbital_gap_ev=5.680 lumo_energy_ev=3.42
S -0.65705 -1.56248 -1.96888 -0.288
O 0.55176 -0.18862 1.97699 -0.849
C -1.51601 -0.34301 -0.81510 -0.554
C 1.25882 0.72088 1.25577 -0.577
H -1.01896 -0.16600 0.16413 0.216
H 1.93032 1.42695 1.89710 0.239
H 2.00386 0.25777 0.51294 0.099
H -1.48986 0.67489 -1.23295 0.233
H -2.56769 -0.81621 -0.72486 0.228
H 0.71051 -1.47476 -1.63726 0.129
H 0.79430 1.47058 0.57211 0.124

---

Model x:
11
Properties=species:S:1:pos:R:3:mulliken_charge:R:1 method="wB97M-V/def2-TZVPD" total_charge=-1 orbital_gap_ev=5.657 lumo_energy_ev=4.10
S 0.47345 0.32813 -1.14373 -0.440
O -1.25605 -2.46125 0.26257 -0.671
C 1.96563 0.49915 -0.36434 -0.795
C -0.83074 0.98228 0.03069 -0.848
H 2.37026 -0.29798 0.25817 0.155
H -1.58887 -1.55810 0.25575 0.332
H -0.34370 -2.34155 -0.04595 0.336
H 2.33685 1.50261 -0.20152 0.214
H -1.13428 0.24525 0.79473 0.162
H -1.71515 1.39001 -0.47581 0.234
H -0.27741 1.71145 0.62944 0.322

---

Name the most stable of them. model x.

---

Model w:
21
Properties=species:S:1:pos:R:3:mulliken_charge:R:1 method="wB97M-V/def2-TZVPD" spin_multiplicity=2 total_charge=+1 orbital_gap_ev="8.114 / 4.106" lumo_energy_ev="-4.63 / -8.63"
S -0.22880 -2.26487 3.11827 -0.001
S -0.69166 -2.80283 1.24794 0.282
O 3.23025 0.69788 0.07076 -0.613
N -1.58999 -0.21004 -1.22385 -0.355
C 0.04733 -1.38359 0.35472 -0.811
C -0.95752 -0.22113 0.13884 0.412
C 0.05062 0.98614 0.50924 -1.412
C -1.23799 1.03918 -1.94280 -0.892
H -0.71690 1.86088 0.63822 0.346
H 3.65100 -0.16310 0.14812 0.311
H 0.38665 -1.59675 -0.70339 0.495
H -1.76616 1.83146 -1.30310 0.288
H -1.85033 -0.22710 0.92965 0.210
H -1.28458 -0.96204 -1.79738 0.261
H -0.20064 1.32658 -1.98197 0.274
H 0.71739 1.22457 -0.32765 0.329
H 1.08070 -1.08693 0.79048 0.363
H 0.60233 0.89408 1.41361 0.476
H -1.71190 1.20586 -2.80037 0.442
H -0.94185 -1.14074 3.51284 0.284
H 3.41204 0.99248 -0.79216 0.311

---

Model x:
21
Properties=species:S:1:pos:R:3:mulliken_charge:R:1 method="wB97M-V/def2-TZVPD" spin_multiplicity=2 total_charge=+1 orbital_gap_ev="8.827 / 4.685" lumo_energy_ev="-4.39 / -8.49"
S 1.90234 1.31204 1.03874 -0.006
S 1.39300 -0.58309 1.48848 0.280
O 0.86362 0.78999 -3.42246 -0.654
N -1.80449 0.31599 -1.01790 -0.314
C -1.85299 0.36696 0.47079 -0.514
C -1.35194 -0.94782 1.03327 -0.555
C -2.71470 -0.77175 -1.51642 -1.002
C 0.06427 -1.33251 0.54817 -0.622
H -1.85969 -1.85525 0.70975 0.288
H 0.26375 -2.37628 0.78790 0.405
H -3.51774 -0.38651 -2.07122 0.415
H -3.20869 -1.18624 -0.63101 0.337
H 2.57036 1.12473 -0.12081 0.283
H -1.09963 1.09291 0.78209 0.228
H -2.86633 0.60869 0.74827 0.417
H -2.25336 1.15294 -1.34521 0.296
H -2.17292 -1.60516 -1.95395 0.259
H -1.49898 -1.04619 2.10872 0.489
H 0.13121 0.85095 -2.79552 0.327
H 0.19246 -1.22221 -0.52709 0.328
H 1.00697 -0.15526 -3.51553 0.316

---

Name the most stable of them. model x.

---

Model w:
16
Properties=species:S:1:pos:R:3:mulliken_charge:R:1 method="wB97M-V/def2-TZVPD" orbital_gap_ev=8.562 lumo_energy_ev=0.52
O 0.40293 -1.11268 1.01924 -0.836
O 1.28975 -1.02138 -1.65359 -0.110
C 0.11883 -0.18154 -1.69377 -0.300
C -0.58500 -0.20577 0.72203 0.459
C -0.12703 0.65017 -0.40991 -0.765
C -0.96951 0.77963 1.89696 -1.174
B 1.97476 -1.49613 -0.76867 0.420
H 2.93232 -2.03078 -0.43498 0.028
H 0.22248 0.51751 -2.64185 0.241
H -0.77266 1.50313 -0.79279 0.383
H -1.35927 1.78565 1.63874 0.313
H -1.85628 0.39054 2.37665 0.323
H -1.35897 -0.74226 0.23534 0.276
H 0.95863 1.10646 -0.13590 0.176
H 0.01405 0.82839 2.49609 0.296
H -0.88503 -0.77094 -1.85359 0.269

---

Model x:
16
Properties=species:S:1:pos:R:3:mulliken_charge:R:1 method="wB97M-V/def2-TZVPD" orbital_gap_ev="8.651 / 8.393" lumo_energy_ev="0.28 / 0.34"
O -2.26571 -0.09151 -1.29415 -0.522
O -2.56625 0.14347 1.08056 -0.519
C 0.70759 1.88317 -0.09752 -1.168
C -0.31874 -0.45222 0.15633 -0.250
C 0.64716 -1.32117 0.18875 0.166
C 2.12523 -1.08195 0.13163 -1.042
B -1.78862 -0.11047 -0.01214 0.463
H 2.60100 -1.82540 -0.50632 0.347
H -0.18942 2.43500 0.09467 0.398
H 2.33803 -0.09052 -0.25761 0.277
H 2.55565 -1.17069 1.12974 0.253
H 1.42011 1.81171 0.69657 0.366
H -3.49425 0.30428 0.91082 0.271
H -3.18449 0.15706 -1.40577 0.268
H 0.38653 -2.37504 0.29654 0.340
H 1.02619 1.78427 -1.11210 0.353

---

Name the most stable of them. model x.